1.
The following is a DFT calculation (ωB97M-V/def2-TZVPD) of 2 unconnected molecules or ions with the total composition C30H48BrN4O4P at a distorted geometry.

Geometry (Å):
H: -0.55 -2.28 1.38
H: 0.94 2.27 -0.07
C: 0.52 3.21 0.35
H: 2.24 -3.01 1.86
N: 2.01 1.25 -2.62
C: -1.95 3.94 0.09
C: 0.88 3.67 -2.88
H: 1.03 -2.71 -1.25
H: -1.59 -1.41 7.41
N: 3.20 3.78 -1.17
H: 0.90 1.76 3.56
H: -0.18 -0.08 -2.90
Br: 0.67 6.95 -4.42
C: -0.55 3.60 -2.10
H: -1.07 1.88 -3.48
H: 1.74 3.22 2.99
H: -2.32 2.92 0.30
H: 3.91 3.35 -1.78
H: -2.36 -6.74 -5.21
C: 0.12 -2.37 -0.71
H: -0.26 -0.46 0.25
C: -0.51 3.97 -0.58
H: -0.37 3.73 2.32
O: 3.25 5.39 -3.30
C: -1.80 -6.51 -3.15
H: 0.78 0.16 6.14
O: 1.21 5.11 -6.28
H: 1.94 1.71 2.02
H: -2.92 -0.17 5.66
C: 1.63 -2.17 1.44
H: 1.44 -8.39 -4.10
H: 0.10 -2.72 3.54
H: -1.95 4.58 1.00
C: -0.03 2.80 1.79
H: -3.01 0.69 7.25
H: -0.28 -7.94 -5.81
C: -2.32 0.40 6.41
C: -1.38 2.32 -2.50
C: 0.06 -0.70 6.09
H: -0.83 -2.79 -1.11
C: 0.13 -0.77 -0.76
C: 1.46 2.24 -2.69
H: 0.19 -3.86 0.98
H: 0.57 -0.34 2.23
C: 0.53 -7.86 -3.83
H: 0.59 -1.61 6.45
H: -0.43 0.13 4.06
C: -0.73 -0.21 -1.94
H: -2.43 2.67 -2.69
N: -2.02 5.60 -3.15
C: -1.16 -0.44 7.05
C: 0.87 5.16 -5.15
H: -1.17 1.34 -0.43
C: 0.34 -7.43 -2.53
H: -1.94 1.33 5.92
H: -0.33 3.40 -4.79
H: 1.35 3.92 0.59
C: -1.35 4.79 -2.74
C: -1.60 -6.94 -4.45
H: 1.48 -2.14 4.55
H: 1.10 -7.63 -1.78
H: 3.68 4.33 -0.45
C: 1.32 -1.10 2.57
C: -0.44 -7.61 -4.79
C: -1.47 1.14 -1.48
C: -0.35 -0.86 4.57
H: 2.26 -1.65 0.67
P: 2.16 4.83 -2.11
H: -1.36 -1.33 4.53
H: -0.77 0.16 7.91
C: -0.82 -6.75 -2.20
N: -1.02 -6.28 -0.82
H: -0.23 5.06 -0.53
H: -1.52 -0.99 -2.15
O: -2.06 -5.70 -0.56
H: 1.20 -0.48 -0.79
C: 0.69 -1.82 3.82
H: -0.83 2.03 1.74
H: -2.72 4.42 -0.58
H: -2.55 0.84 -1.42
H: 2.25 -0.55 2.84
C: 0.66 3.79 -4.44
C: 1.21 2.30 2.63
H: 1.40 3.09 -4.92
C: 0.30 -2.77 0.82
H: 4.06 4.86 -3.28
H: -2.71 -5.98 -2.89
O: -0.12 -6.48 -0.02

Calculated values
**HOMO-LUMO gap**: 0.319 Eh
**Charge**: 0
**Multiplicity**: 1
**Calculated total energy**: -4607.0797 a.u.
**SMILES**: CCCCCCCCCCCCC[C@@](C#N)([C@@H](C)CCC)[C@@](C#N)(CC(=O)Br)P(N)O.O=[N+]([O-])c1ccccc1

These are the Löwdin partial charges, in e, on atoms 1 to 4: number 1, H, carries 0.11; number 2, H, carries 0.10; number 3, C, carries -0.18; number 4, H, carries 0.11


2.
The following is a DFT calculation (ωB97M-V/def2-TZVPD) of a molecular structure, C30H48GeN2OP2SSiV at a distorted geometry.

Geometry (Å):
H: 4.56 0.93 -3.35
H: 0.47 1.15 -4.13
C: 1.22 0.67 -3.48
H: -4.75 1.91 0.12
C: -4.39 -1.80 2.30
H: 3.46 2.20 -0.36
H: -2.55 -3.78 -4.63
H: -2.93 1.31 -1.78
H: 2.17 4.50 -2.26
C: -4.11 -0.85 3.27
H: -5.29 -2.40 2.37
C: -2.81 -3.02 -3.89
C: 1.78 -2.02 2.56
C: 1.14 -5.59 0.13
H: 4.77 2.68 -3.11
H: 3.28 4.23 0.99
H: 1.17 3.62 4.24
C: -2.32 -1.25 1.11
P: 1.86 2.61 2.11
H: -5.27 -0.83 -3.13
H: 0.34 2.07 3.94
H: 1.71 -2.82 1.82
C: -1.94 -2.76 -2.83
H: 4.61 -0.19 0.88
Si: -1.12 -1.51 -0.34
S: -0.31 3.09 -0.09
C: -4.00 -2.32 -4.01
H: 2.09 0.32 4.02
H: 3.76 -0.15 3.75
C: 4.10 1.91 -3.52
C: 1.68 3.77 -2.92
H: -1.60 -4.00 1.34
H: 2.48 -2.33 3.34
H: 2.51 -4.78 -1.32
P: 2.36 -0.47 1.78
H: -2.71 0.65 3.93
O: -0.08 -0.31 -0.54
H: 2.86 4.76 2.64
N: -2.09 1.87 -1.70
H: 3.81 -1.62 0.22
C: -0.25 -3.15 -0.11
C: 0.92 -3.40 -0.85
H: 1.67 4.88 1.32
H: -0.38 -6.13 1.55
H: -4.44 2.76 -1.41
C: -1.88 2.60 -0.61
H: 1.31 -2.63 -1.52
H: -3.79 -0.45 -1.21
H: 4.00 2.07 -4.60
C: -3.47 -1.14 -1.99
H: -4.67 -2.52 -4.84
H: 1.90 4.05 -3.97
C: -2.25 -1.80 -1.85
C: -0.02 -5.37 0.87
C: -0.70 -4.16 0.75
H: 3.30 0.53 -0.89
H: 4.47 -1.67 1.87
C: -4.34 2.82 -0.33
C: -2.94 -0.09 3.17
H: -2.73 3.58 0.85
V: 1.05 1.09 0.49
H: -1.01 -3.33 -2.77
C: 3.26 1.86 3.04
C: 2.73 1.46 -0.74
H: 0.79 -1.88 3.00
C: -3.51 -2.00 1.23
H: -1.17 0.30 2.07
H: -3.76 -2.74 0.47
H: -1.27 1.42 -2.06
H: -4.79 -0.69 4.10
H: 1.84 0.02 -4.12
H: -4.92 3.66 0.03
N: -2.95 3.02 0.04
C: 2.92 0.39 3.31
Ge: 2.37 1.98 -2.59
C: 2.48 4.28 1.73
C: 3.97 -1.05 1.13
C: -2.07 -0.30 2.11
C: 1.61 -4.61 -0.74
H: 1.68 -6.53 0.23
H: 4.14 1.94 2.41
H: 0.72 0.04 -2.74
C: -4.34 -1.37 -3.05
H: 0.60 3.84 -2.76
C: 0.70 3.00 3.48
H: -0.16 3.52 3.06
H: 3.45 2.42 3.95

Calculated values
**HOMO-LUMO gap (spin up / spin down)**: 0.252 / 0.286 Eh
**Charge**: 0
**Energy above the lowest of the compared OMol25 structures with the same formula, charge and spin**: 47.24 kJ/mol
**Multiplicity**: 4
**Calculated total energy**: -5748.1274 a.u.

These are the Löwdin partial charges, in e, on atoms 1 to 4: number 1, H, carries 0.01; number 2, H, carries 0.02; number 3, C, carries -0.22; number 4, H, carries 0.08


3.
The following is a DFT calculation (ωB97M-V/def2-TZVPD) of 9 unconnected molecules or ions with the total composition C30H48N2O18 at a distorted geometry.

Geometry (Å):
H: 3.09 -4.59 2.33
C: -2.71 -1.25 3.93
N: 1.28 -1.04 -3.55
C: 1.88 -3.07 1.76
H: -1.46 -3.56 1.06
H: 2.44 -0.58 -1.97
H: -0.22 -0.75 1.06
C: -2.04 -0.18 -6.14
N: 0.43 0.79 -0.13
H: -2.61 -4.41 -0.09
H: -1.45 -1.09 -6.06
C: -5.20 3.09 -2.09
C: -1.89 1.52 -4.22
H: 1.62 3.96 -3.42
H: -1.25 -3.86 -1.70
C: 2.02 -4.42 2.46
H: 4.89 -1.38 1.43
H: 4.60 -0.78 3.14
H: -0.30 0.89 -5.59
H: -2.53 0.17 5.63
H: 1.39 -5.19 2.01
H: -1.41 1.88 -6.45
C: 6.34 -0.10 2.13
H: 3.93 3.96 -2.24
O: 1.55 -0.08 -4.28
C: -1.36 1.12 -5.67
H: 2.15 -4.65 4.62
H: 3.30 0.87 2.14
H: -2.77 2.00 -0.75
O: 1.86 -2.82 0.60
H: -1.21 1.30 -3.40
C: -2.95 -0.82 5.42
H: -1.15 0.79 1.28
H: -1.22 -2.64 3.34
H: 3.04 3.03 0.33
C: -4.91 2.53 -0.67
C: -0.17 0.33 1.13
H: 4.11 0.65 0.55
C: -1.38 -1.82 4.04
H: -3.40 -2.00 3.56
O: -1.10 -2.15 5.40
H: -5.17 1.47 -0.71
H: 7.06 -0.53 2.82
C: 2.14 -1.52 -2.44
O: -3.99 -0.63 -0.36
C: 4.91 -0.55 2.13
O: -2.14 -2.03 7.48
C: -3.44 2.81 -0.48
O: -6.16 2.87 -2.79
H: -2.76 -0.43 3.21
O: -4.22 3.90 -2.39
H: -3.00 -2.28 -2.48
O: 1.55 1.16 -0.07
H: 0.57 -4.20 4.17
C: -2.40 -1.96 -1.64
O: 5.14 1.87 1.94
O: 1.86 4.59 -0.27
H: -2.30 4.02 -1.98
C: 1.61 -4.09 3.86
H: 2.90 -2.25 4.37
H: 4.00 4.39 -0.12
C: 1.71 3.59 -2.40
C: 4.25 0.77 1.62
C: -3.22 4.02 -1.40
H: 1.24 -2.04 4.69
O: -3.13 0.81 -4.20
O: -3.22 -2.55 0.51
H: 3.00 -2.05 -2.85
H: -2.12 2.59 -4.22
C: 6.27 1.38 2.30
H: -3.17 3.05 0.55
C: -2.14 -3.48 0.22
O: -0.30 0.70 -1.15
C: 3.08 3.86 -0.38
H: 1.07 2.71 -2.38
O: 0.32 -1.77 -3.67
H: 0.62 0.62 1.82
H: -1.85 -1.05 -1.92
C: -2.02 -1.72 6.26
H: 3.41 2.33 -1.69
O: -4.07 -1.05 -5.05
H: -3.97 -0.75 5.79
H: -3.27 5.00 -0.92
C: -3.28 -1.64 -0.46
H: -0.61 -1.10 3.76
O: 7.15 2.14 2.64
C: 3.12 3.37 -1.81
H: -0.60 -2.53 -0.65
O: 1.67 -2.06 2.67
O: 0.09 5.22 -1.43
C: -1.49 -3.01 -1.05
H: -2.41 -0.11 -7.17
H: 6.79 -0.20 1.14
C: -3.23 -0.22 -5.13
C: 1.92 -2.53 3.99
H: -5.60 3.01 0.03
C: 1.12 4.58 -1.37
H: 1.49 -2.15 -1.83

Calculated values
**HOMO-LUMO gap**: 0.311 Eh
**Charge**: 0
**Energy above the lowest of the compared OMol25 structures with the same formula, charge and spin**: 135.70 kJ/mol
**Multiplicity**: 1
**Calculated total energy**: -2635.5682 a.u.
**SMILES**: C[N+](=O)[O-].C[N+](=O)[O-].O=C1CCCO1.O=C1CCCO1.O=C1CCCO1.O=C1CCCO1.O=C1CCCO1.O=C1CCCO1.O=C1CCCO1

These are the Löwdin partial charges, in e, on atoms 1 to 4: number 1, H, carries 0.14; number 2, C, carries -0.14; number 3, N, carries -0.42; number 4, C, carries -0.47


4.
The following is a DFT calculation (ωB97M-V/def2-TZVPD) of 7 unconnected molecules or ions with the total composition C30H48O17S at a distorted geometry.

Geometry (Å):
H: -3.17 6.72 6.58
C: 2.37 -6.16 -0.43
C: 0.91 -0.57 2.36
C: -1.36 1.46 4.02
C: -0.90 -0.30 -2.06
C: 4.06 -4.32 -6.87
O: 4.80 -4.71 -7.75
C: 2.24 -4.13 -5.52
S: 0.54 2.05 2.28
O: 1.48 0.72 2.80
C: 4.27 -3.07 -6.06
C: 4.54 1.09 -2.34
H: 4.21 4.20 -3.32
C: -3.74 0.06 3.77
C: 0.55 -6.99 -1.68
H: 1.76 -4.78 -4.78
C: -2.53 6.53 5.72
H: -0.93 2.37 4.67
H: -1.98 4.60 6.53
O: -3.63 -2.07 2.31
H: -1.86 -1.31 3.31
C: -2.13 5.09 5.56
H: 5.35 2.96 -1.69
H: 5.31 -2.99 -5.72
H: 0.59 1.18 -2.50
H: 0.72 -2.53 -1.35
O: -1.93 0.34 -1.91
H: 2.95 -2.35 -4.47
H: -4.28 1.66 -1.12
O: 0.59 -2.86 3.64
C: -4.81 2.58 -0.86
H: 1.47 -3.53 -6.01
H: -4.73 0.46 3.25
H: -6.58 1.33 -0.86
O: -0.23 4.29 4.30
H: 3.46 -6.19 -0.40
H: -3.06 6.86 4.82
H: -3.10 3.05 0.38
H: -3.52 2.36 4.21
C: 4.48 2.29 -4.27
H: 1.62 -1.03 1.52
H: -1.25 8.26 5.43
O: 4.90 1.11 -3.72
H: -6.89 3.07 -0.49
H: 0.29 -7.63 -2.52
H: 3.83 -3.85 -4.11
C: -2.95 1.33 4.43
H: 2.32 -0.93 -2.25
C: 3.32 -3.28 -4.90
C: -2.83 -0.89 2.78
H: -0.20 -0.50 1.95
H: -0.80 7.25 6.83
C: 1.88 -5.15 -1.42
O: 0.85 -5.67 -2.16
O: -0.87 -1.65 -2.31
O: -0.31 6.46 5.00
C: -5.97 2.00 1.09
C: 3.87 3.17 -3.22
H: -2.56 -0.29 1.78
C: 4.37 2.54 -1.95
C: 0.97 -1.57 3.70
H: 5.33 0.60 -1.76
H: 3.99 -2.20 -6.66
O: -1.13 1.85 2.61
C: -1.20 7.23 5.81
H: -4.40 4.27 0.44
H: 3.61 0.52 -2.23
O: 4.57 2.56 -5.46
C: 0.49 0.23 -1.97
H: 0.75 0.36 -0.91
O: -4.78 2.54 1.48
O: -6.75 1.44 1.85
H: 1.96 -5.92 0.55
C: 0.48 -2.09 -2.33
H: 3.70 2.68 -1.10
H: 1.33 -1.19 4.77
O: 2.90 -4.93 -6.50
C: -6.20 2.23 -0.37
H: -2.85 4.53 4.96
C: -0.80 5.20 4.87
O: 2.30 -4.02 -1.55
H: 2.78 3.11 -3.30
H: -4.11 -0.65 4.66
O: 0.72 2.05 0.71
H: -4.59 -1.78 2.17
C: 1.30 -0.86 -2.62
C: 1.80 -7.45 -0.98
H: -0.30 -6.92 -1.00
H: -0.77 0.52 4.37
H: 0.61 -2.86 -3.10
H: 2.50 -7.87 -1.71
H: -4.81 3.23 -1.73
H: 1.61 -8.20 -0.21
H: -3.02 1.20 5.61
H: 1.34 -0.69 -3.70
C: -4.18 3.20 0.36

Calculated values
**HOMO-LUMO gap**: 0.357 Eh
**Charge**: 0
**Multiplicity**: 1
**Calculated total energy**: -2849.0410 a.u.

These are the Löwdin partial charges, in e, on atoms 1 to 4: number 1, H, carries 0.12; number 2, C, carries -0.08; number 3, C, carries -0.18; number 4, C, carries -0.24


5.
The following is a DFT calculation (ωB97M-V/def2-TZVPD) of a molecular structure, C30H48P2SSc at a distorted geometry.

Geometry (Å):
H: -1.24 5.12 -1.17
H: -3.45 -1.45 -5.55
H: 2.67 3.60 -0.49
H: 1.20 2.29 -6.39
H: -1.32 -3.76 -0.94
H: -1.18 4.30 -4.54
H: 2.79 -2.98 -1.07
H: 0.38 -0.25 -6.77
H: 0.72 -1.19 -1.57
C: 0.39 -1.34 -2.59
C: -3.06 -4.51 5.58
H: 0.00 -1.21 0.07
C: -2.48 -2.67 4.11
H: -1.12 1.76 -7.11
H: -2.05 -2.71 6.22
H: 3.03 -4.33 -3.40
C: -1.06 4.56 -0.25
H: 2.29 0.03 0.23
H: 2.42 0.19 -1.54
C: -0.54 -2.59 -2.64
H: -0.31 5.10 0.35
H: 0.77 -2.37 -6.79
C: -0.37 -3.50 -1.45
C: 0.02 -2.83 -6.13
H: -2.95 0.96 0.69
Sc: -0.54 1.46 -2.29
H: 1.49 4.83 -1.01
H: -2.67 -2.19 -6.99
C: -2.50 1.96 0.72
H: -3.22 2.69 0.36
C: 0.74 2.84 -0.90
C: -2.49 -3.24 5.37
H: -2.84 -3.12 -5.47
H: -1.25 3.75 -6.25
H: 0.84 -3.92 0.23
P: -1.01 -1.52 -5.30
C: 1.83 3.81 -1.17
S: -3.05 -2.72 1.47
H: 2.68 -4.71 -1.22
H: 3.08 1.47 -0.53
C: 1.16 2.03 -5.32
H: -2.53 3.29 -5.10
H: -2.28 2.20 1.77
H: -1.99 4.53 0.34
C: -0.70 -0.27 -6.62
H: 1.70 2.79 -4.74
C: -0.43 -0.38 0.63
H: -0.28 -0.48 -2.88
H: -1.48 -0.64 0.81
H: 1.70 1.08 -5.20
C: 2.26 0.75 -0.61
H: -1.17 -0.68 -7.53
H: 3.03 -2.38 -4.58
H: -2.02 -1.70 3.92
H: 2.20 3.73 -2.21
H: -1.58 -2.24 -2.61
C: -3.68 -5.18 4.51
C: 0.81 -3.74 -0.85
C: 0.95 1.46 -0.60
H: 1.92 -0.31 -3.80
C: 1.59 -1.31 -3.49
C: -3.70 -4.62 3.25
C: 2.18 -3.71 -3.08
H: -0.41 -3.12 -3.58
C: 2.16 -3.77 -1.50
H: 0.08 -0.34 1.61
C: -3.08 -3.36 3.01
H: 1.30 -4.26 -3.45
H: -3.02 -4.98 6.57
H: -4.14 -6.15 4.67
H: 0.57 -3.43 -5.39
C: -1.45 3.47 -5.20
C: -0.29 0.92 -0.08
C: -2.65 -2.12 -5.89
C: 2.32 -2.40 -3.74
P: -0.58 1.91 -4.74
H: -2.37 1.00 -6.08
H: -4.18 -5.12 2.41
H: -0.62 -3.50 -6.73
C: -1.25 1.98 -0.07
C: -1.29 1.08 -6.26
C: -0.60 3.17 -0.53

Calculated values
**HOMO-LUMO gap (spin up / spin down)**: 0.272 / 0.195 Eh
**Charge**: +1
**Energy above the lowest of the compared OMol25 structures with the same formula, charge and spin**: 63.64 kJ/mol
**Multiplicity**: 1
**Calculated total energy**: -3013.1868 a.u.

These are the Löwdin partial charges, in e, on atoms 1 to 4: number 1, H, carries 0.08; number 2, H, carries 0.04; number 3, H, carries 0.09; number 4, H, carries 0.07


- The highest multiplicity belongs to which entry?
  C30H48GeN2OP2SSiV


- Look up the charge of the first one.
  0